#A
Entry from OMol25: one molecule with the formula C3H5IO (ωB97M-V with the def2-TZVPD basis set).

XYZ file:
```
10
C3H5IO | OMol25 | ωB97M-V with the def2-TZVPD basis set
C -0.919 0.734 0.547
C -2.115 0.146 -0.221
C 2.992 -0.697 -0.262
O -0.811 1.177 1.642
I 0.999 -0.344 -0.559
H -1.760 -0.717 -0.764
H -2.823 -0.075 0.519
H -2.362 0.927 -1.052
H 3.156 -1.325 0.686
H 3.644 0.176 -0.538
```

Calculated values
E_LUMO (spin up / spin down) = -0.294 / -0.144 eV
Orbital gap (spin up / spin down) = 6.85 / 7.77 eV
Total charge = 0

#B
Entry from OMol25: one molecule with the formula C3H5IO (ωB97M-V with the def2-TZVPD basis set).

XYZ file:
```
10
C3H5IO | OMol25 | ωB97M-V with the def2-TZVPD basis set
C 0.947 1.049 -0.725
C 0.546 -0.260 -0.252
I 1.985 -1.695 0.281
C -0.896 -0.539 0.048
O -1.356 0.214 1.147
H 1.984 1.281 -0.872
H 0.186 1.760 -0.970
H -1.066 -1.611 0.212
H -1.514 -0.211 -0.793
H -0.816 0.013 1.922
```

Calculated values
SMILES = C=C(I)CO
E_LUMO = 0.498 eV
Orbital gap = 9.50 eV
Total charge = 0

The least stable of them is #A.

#A
Entry from OMol25: a 2-piece molecular cluster, C3H5IO overall (ωB97M-V with the def2-TZVPD basis set).

XYZ file:
```
10
C3H5IO | OMol25 | ωB97M-V with the def2-TZVPD basis set
C 0.593 -1.332 -0.893
C 0.449 -0.695 0.287
C -0.635 0.010 0.777
O -0.162 2.253 -0.140
I -2.526 -0.124 -0.048
H 1.564 -1.810 -1.196
H -0.177 -1.150 -1.737
H 1.405 -0.611 0.829
H -0.680 0.711 1.613
H 0.169 2.748 0.508
```

Calculated values
E_LUMO (spin up / spin down) = -2.023 / -2.023 eV
Orbital gap (spin up / spin down) = 6.60 / 6.60 eV
Total charge = 0

#B
Entry from OMol25: one molecule with the formula C3H5IO (ωB97M-V with the def2-TZVPD basis set).

XYZ file:
```
10
C3H5IO | OMol25 | ωB97M-V with the def2-TZVPD basis set
C 0.313 -1.124 0.471
C -0.455 0.133 0.112
I -2.577 -0.306 -0.099
C 0.137 1.200 -0.634
O -0.079 1.263 0.768
H -0.164 -1.724 1.238
H 1.290 -0.573 0.864
H 0.698 -1.778 -0.351
H 1.116 1.038 -0.966
H -0.281 1.870 -1.403
```

Calculated values
SMILES = C[C@]1(I)CO1
E_LUMO = 0.534 eV
Orbital gap = 10.04 eV
Total charge = 0

The least stable of them is #A.

#A
Entry from OMol25: one molecule with the formula C3H6O (ωB97M-V with the def2-TZVPD basis set).

XYZ file:
```
10
C3H6O | OMol25 | ωB97M-V with the def2-TZVPD basis set
C 1.323 -0.802 -0.486
C 0.097 0.044 -0.443
C -1.528 0.925 0.964
O -0.308 0.522 0.696
H 1.988 -0.569 0.354
H 1.880 -0.645 -1.418
H 1.088 -1.879 -0.438
H -0.639 0.079 -1.246
H -1.622 1.584 1.816
H -2.278 0.741 0.200
```

Calculated values
E_LUMO (spin up / spin down) = 0.971 / 1.114 eV
Orbital gap (spin up / spin down) = 8.03 / 8.43 eV
Total charge = 0

#B
Entry from OMol25: C3H6O as an isolated structure (ωB97M-V with the def2-TZVPD basis set).

XYZ file:
```
10
C3H6O | OMol25 | ωB97M-V with the def2-TZVPD basis set
C -1.781 0.104 0.077
C 0.647 0.360 -0.050
C 1.943 -0.113 0.055
H -2.353 -0.920 0.508
H -1.572 0.983 1.135
H -2.228 0.651 -0.933
H 0.504 1.463 -0.116
H 2.702 0.716 -0.037
H 2.256 -1.229 0.320
O -0.521 -0.471 -0.172
```

Calculated values
E_LUMO = 1.001 eV
Orbital gap = 9.99 eV
Total charge = 0

#C
Entry from OMol25: one molecule with the formula C3H6O (ωB97M-V with the def2-TZVPD basis set).

XYZ file:
```
10
C3H6O | OMol25 | ωB97M-V with the def2-TZVPD basis set
C 0.108 0.301 1.093
C -0.004 -0.651 -0.128
C -0.137 0.182 -1.395
O -0.777 -0.181 -2.345
H 0.457 1.283 0.765
H 0.835 0.056 1.871
H -0.835 0.419 1.626
H 0.871 -1.300 -0.208
H -0.863 -1.285 0.077
H 0.345 1.176 -1.356
```

Calculated values
SMILES = CCC=O
E_LUMO = 1.091 eV
Orbital gap = 11.01 eV
Total charge = 0

The least stable of them is #A.

#A
Entry from OMol25: one molecule with the formula C3H6O (ωB97M-V with the def2-TZVPD basis set).

XYZ file:
```
10
C3H6O | OMol25 | ωB97M-V with the def2-TZVPD basis set
C -0.452 0.787 0.942
C 0.423 -0.309 0.383
C 0.187 -0.642 -1.094
O 1.324 -0.798 1.018
H -0.135 1.751 0.469
H -0.270 0.883 2.031
H -1.525 0.602 0.722
H 0.064 -1.715 -1.217
H 1.067 -0.398 -1.693
H -0.683 -0.161 -1.560
```

Calculated values
SMILES = CC(C)=O
E_LUMO = 0.959 eV
Orbital gap = 10.67 eV
Total charge = 0

#B
Entry from OMol25: one molecule with the formula C3H6O (ωB97M-V with the def2-TZVPD basis set).

XYZ file:
```
10
C3H6O | OMol25 | ωB97M-V with the def2-TZVPD basis set
C -1.693 0.050 0.419
C -0.499 -0.636 -0.177
C 1.744 -0.058 -0.393
O 0.532 -0.021 0.359
H -2.477 -0.623 0.770
H -2.100 0.560 -0.468
H -1.427 0.806 1.168
H 1.509 -0.417 -1.396
H 2.498 -0.683 0.089
H 2.076 0.982 -0.415
```

Calculated values
E_LUMO = 1.123 eV
Orbital gap = 9.58 eV
Total charge = 0

#C
Entry from OMol25: one molecule with the formula C3H6O (ωB97M-V with the def2-TZVPD basis set).

XYZ file:
```
10
C3H6O | OMol25 | ωB97M-V with the def2-TZVPD basis set
C 0.197 -0.777 -0.830
C 0.389 0.481 0.007
C -0.629 0.540 1.121
O -1.743 0.969 0.977
H -0.851 -0.923 -1.092
H 0.778 -0.746 -1.752
H 0.551 -1.679 -0.332
H 0.183 1.340 -0.639
H 1.388 0.569 0.428
H -0.263 0.225 2.113
```

Calculated values
SMILES = CCC=O
E_LUMO = 0.961 eV
Orbital gap = 10.79 eV
Total charge = 0

The least stable of them is #B.